1.
{"formula": "C42H43BeNOP3Se2", "method": "wB97M-V/def2-TZVPD", "spin_multiplicity": 1, "lumo_energy_ha": -0.0707, "total_charge": 1, "species": ["Be", "Se", "P", "Se", "C", "C", "C", "C", "C", "C", "C", "C", "C", "C", "C", "C", "H", "H", "H", "H", "H", "H", "H", "H", "H", "H", "C", "C", "P", "C", "C", "C", "C", "C", "C", "C", "C", "C", "C", "C", "C", "C", "P", "C", "C", "C", "C", "C", "C", "C", "C", "C", "C", "C", "C", "H", "H", "H", "H", "H", "H", "H", "H", "H", "H", "H", "H", "H", "H", "H", "H", "H", "H", "H", "H", "H", "H", "H", "H", "H", "H", "C", "N", "C", "C", "O", "H", "H", "H", "H", "H", "H", "H"], "xyz": [[0.034, -0.368, 0.367], [-0.013, 1.459, -2.255], [-1.898, 1.152, -1.323], [-2.149, -0.510, 0.114], [-2.394, 2.678, -0.441], [-2.183, 3.883, -1.103], [-2.510, 5.076, -0.485], [-3.053, 5.067, 0.790], [-3.286, 3.865, 1.437], [-2.949, 2.669, 0.829], [-3.240, 0.906, -2.522], [-4.524, 0.697, -2.032], [-5.570, 0.537, -2.920], [-5.335, 0.578, -4.286], [-4.053, 0.788, -4.767], [-2.999, 0.957, -3.886], [-1.756, 3.878, -2.097], [-2.346, 6.011, -0.998], [-3.314, 5.996, 1.271], [-3.744, 3.857, 2.414], [-3.140, 1.730, 1.333], [-4.699, 0.653, -0.962], [-6.572, 0.386, -2.546], [-6.157, 0.446, -4.974], [-3.874, 0.830, -5.829], [-1.996, 1.127, -4.253], [1.840, -3.441, 0.610], [1.331, -3.172, 2.027], [0.855, -1.400, 2.212], [-0.087, -1.350, 3.770], [0.216, -2.129, 4.885], [-0.525, -1.990, 6.045], [-1.579, -1.093, 6.105], [-1.905, -0.337, 4.992], [-1.164, -0.468, 3.831], [2.491, -0.697, 2.610], [3.126, -0.900, 3.832], [4.424, -0.462, 4.019], [5.101, 0.189, 3.000], [4.470, 0.409, 1.788], [3.171, -0.030, 1.597], [0.736, -3.294, -0.444], [0.768, -1.658, -1.301], [-0.391, -1.953, -2.674], [-0.117, -1.405, -3.926], [-0.986, -1.611, -4.980], [-2.144, -2.348, -4.792], [-2.427, -2.886, -3.550], [-1.553, -2.696, -2.493], [2.363, -1.726, -2.177], [3.323, -0.738, -1.999], [4.544, -0.826, -2.647], [4.799, -1.884, -3.502], [3.829, -2.853, -3.717], [2.619, -2.781, -3.054], [2.243, -4.456, 0.571], [2.669, -2.757, 0.388], [2.115, -3.405, 2.758], [0.451, -3.787, 2.245], [1.018, -2.851, 4.856], [-0.275, -2.587, 6.908], [-2.152, -0.992, 7.015], [-2.740, 0.348, 5.029], [-1.438, 0.100, 2.951], [2.615, -1.404, 4.638], [4.916, -0.647, 4.963], [6.119, 0.514, 3.149], [4.995, 0.905, 0.985], [2.673, 0.129, 0.653], [-0.246, -3.386, 0.035], [0.814, -4.075, -1.207], [0.772, -0.805, -4.067], [-0.758, -1.192, -5.949], [-2.827, -2.504, -5.613], [-3.335, -3.453, -3.398], [-1.789, -3.127, -1.531], [3.104, 0.117, -1.375], [5.296, -0.066, -2.492], [5.746, -1.951, -4.016], [4.016, -3.664, -4.405], [1.861, -3.531, -3.238], [0.994, 3.990, 2.790], [0.841, 3.147, 1.632], [1.069, 3.747, 0.335], [0.538, 1.880, 1.723], [0.384, 1.135, 0.732], [0.199, 4.739, 2.814], [1.950, 4.512, 2.745], [0.956, 3.402, 3.706], [1.021, 4.827, 0.410], [0.313, 3.397, -0.366], [2.042, 3.452, -0.057], [0.419, 1.481, 2.739]]}

2.
{"formula": "C12H36N2O5", "method": "wB97M-V/def2-TZVPD", "e_above_lowest_kj_mol": 99.0, "spin_multiplicity": 1, "lumo_energy_ha": 0.0209, "smiles": "COC[C@H](C)N.COC[C@H](C)N.CCO.CCO.O", "species": ["C", "O", "C", "C", "C", "N", "H", "H", "H", "H", "H", "H", "H", "H", "H", "H", "H", "C", "O", "C", "C", "C", "N", "H", "H", "H", "H", "H", "H", "H", "H", "H", "H", "H", "C", "C", "O", "H", "H", "H", "H", "H", "H", "C", "C", "O", "H", "H", "H", "H", "H", "H", "O", "H", "H"], "xyz": [[-9.867, -15.057, 1.117], [-9.605, -13.725, 0.973], [-8.580, -13.213, 1.839], [-8.055, -11.906, 1.368], [-7.328, -11.922, 0.063], [-7.115, -11.402, 2.348], [-9.540, -15.415, 2.226], [-9.245, -15.718, 0.475], [-10.907, -15.173, 1.040], [-9.137, -12.938, 2.751], [-7.748, -13.876, 2.044], [-8.915, -11.263, 1.321], [-7.113, -10.914, -0.299], [-8.008, -12.412, -0.738], [-6.424, -12.527, 0.242], [-7.667, -11.019, 3.088], [-6.582, -10.639, 1.946], [-6.003, -16.083, -1.767], [-4.784, -15.387, -1.631], [-4.490, -15.229, -0.200], [-3.364, -14.178, 0.070], [-2.025, -14.626, -0.641], [-3.210, -14.174, 1.556], [-6.846, -15.497, -1.935], [-6.277, -16.626, -0.813], [-5.922, -16.865, -2.574], [-5.396, -14.841, 0.234], [-4.163, -16.144, 0.235], [-3.607, -13.164, -0.113], [-1.887, -15.702, -0.380], [-1.104, -14.070, -0.281], [-2.041, -14.526, -1.714], [-2.621, -14.988, 1.903], [-2.913, -13.275, 1.883], [-7.454, -13.876, 6.355], [-8.603, -14.870, 6.374], [-8.941, -15.328, 5.083], [-6.534, -14.332, 5.981], [-7.311, -13.508, 7.347], [-7.736, -13.093, 5.621], [-9.549, -14.493, 6.701], [-8.366, -15.707, 7.032], [-8.159, -15.811, 4.689], [-6.012, -18.260, 4.145], [-5.993, -17.141, 3.174], [-6.846, -16.133, 3.559], [-5.523, -19.177, 3.743], [-7.095, -18.435, 4.219], [-5.582, -18.037, 5.125], [-6.390, -17.496, 2.189], [-5.020, -16.666, 2.961], [-6.427, -15.235, 3.491], [-5.578, -13.724, 3.230], [-5.916, -12.780, 3.115], [-4.759, -13.710, 2.724]]}

HOMO level values (in Eh) by entry order: -0.367 -0.340.
HOMO-LUMO gap values (in Eh) by entry order: 0.29663 0.36058.
DFT total energy values (in a.u.) by entry order: -7597.9279 -964.4215.